(1)
The following is a DFT calculation (ωB97M-V/def2-TZVPD) of C43H38F9N5O8TeTi as an isolated structure.

Net charge: -2
Energy above the lowest of the compared OMol25 structures with the same formula, charge and spin (eV): 1.579
HOMO energy (spin up / spin down) (eV): -0.31 / -3.12
Frontier orbital gap (spin up / spin down) (eV): 3.97 / 6.78
⟨S²⟩: 2.03
Multiplicity: 3

Cartesian coordinates (Å):
1 Ti -0.1267 -1.3873 0.8490
2 O -3.1478 -2.6356 0.1706
3 C -4.0886 -2.0559 1.0372
4 C -3.7515 -0.6381 1.5220
5 N -2.4580 -0.4867 2.1839
6 C -2.3628 -1.3082 3.3755
7 C -1.7988 -2.6803 2.9940
8 O -2.1925 -3.6874 3.5563
9 O -0.8892 -2.6217 2.0721
10 C -2.0506 0.8816 2.3949
11 C -0.5734 0.8849 2.8108
12 O -0.1946 1.6608 3.6803
13 O 0.1770 0.0358 2.1838
14 H -3.2493 -2.1752 -0.6897
15 H -4.1863 -2.7263 1.8942
16 H -5.0672 -1.9884 0.5439
17 H -4.5663 -0.3352 2.2052
18 H -3.7627 0.0367 0.6668
19 H -3.3285 -1.4337 3.8748
20 H -1.6575 -0.8712 4.0850
21 H -2.6343 1.4035 3.1626
22 H -2.1404 1.4322 1.4532
23 C -0.8262 3.3271 -4.5407
24 C -0.9062 2.3349 -3.4034
25 C -2.1130 1.7573 -3.0262
26 C -2.2034 0.8129 -2.0150
27 C -3.4910 0.0750 -1.8916
28 O -3.4648 -1.1974 -2.0387
29 C -4.7251 0.7934 -1.7296
30 C -5.9557 0.0952 -1.8606
31 C -7.1654 0.7333 -1.6689
32 C -7.2212 2.0897 -1.3349
33 C -6.0192 2.7895 -1.1741
34 C -4.8022 2.1657 -1.3578
35 C -1.0383 0.4585 -1.2793
36 O -1.0970 -0.3666 -0.2582
37 C 0.2111 1.0002 -1.6871
38 C 0.2355 1.9162 -2.7599
39 C 1.4729 0.5270 -1.1040
40 N 1.5566 -0.3238 -0.1242
41 C 2.9441 -0.6942 0.2896
42 C 3.8801 0.3616 0.9147
43 Te 3.5009 1.1844 2.8744
44 C 2.6137 3.0145 2.2840
45 C 1.3970 3.0221 1.6061
46 C 0.7761 4.2179 1.2704
47 C 1.3604 5.4285 1.6220
48 C 2.5612 5.4306 2.3207
49 C 3.1832 4.2315 2.6490
50 C 2.7091 1.0527 -1.8026
51 C 3.0796 2.3953 -1.7177
52 C 4.1557 2.8848 -2.4402
53 C 4.8806 2.0422 -3.2741
54 C 4.5174 0.7085 -3.3703
55 C 3.4403 0.2197 -2.6418
56 H -1.8231 3.6454 -4.8478
57 H -0.3287 2.8884 -5.4104
58 H -0.2553 4.2119 -4.2503
59 H -3.0201 1.9970 -3.5717
60 H -5.9138 -0.9555 -2.1191
61 H -8.0896 0.1736 -1.7735
62 H -8.1740 2.5830 -1.1809
63 H -6.0439 3.8362 -0.8869
64 H -3.8852 2.7205 -1.1972
65 H 1.1806 2.3053 -3.1093
66 H 3.4644 -1.0821 -0.5871
67 H 2.8430 -1.5144 0.9850
68 H 4.0312 1.2140 0.2651
69 H 4.8469 -0.1269 1.0454
70 H 0.9154 2.0813 1.3669
71 H -0.1730 4.1969 0.7451
72 H 0.8798 6.3642 1.3607
73 H 3.0170 6.3709 2.6107
74 H 4.1179 4.2377 3.1979
75 H 2.5143 3.0572 -1.0791
76 H 4.4224 3.9313 -2.3556
77 H 5.7153 2.4266 -3.8477
78 H 5.0639 0.0431 -4.0288
79 H 3.1515 -0.8206 -2.7401
80 N 1.2122 -2.2374 -4.2757
81 C 1.1788 -2.7629 -2.9839
82 C 0.2681 -2.2783 -2.0533
83 N 0.2054 -2.7365 -0.8018
84 C 0.9434 -3.8449 -0.5744
85 C 1.8343 -4.3191 -1.5086
86 N 2.0221 -3.7503 -2.7060
87 H 0.9218 -1.2735 -4.3488
88 H 2.0833 -2.4341 -4.7424
89 H -0.4414 -1.5170 -2.3418
90 H 0.8045 -4.3296 0.3749
91 H 2.4526 -5.1796 -1.2844
92 F 0.6591 -5.1154 2.2658
93 C 1.4127 -4.6804 3.2744
94 F 0.6262 -4.5003 4.3364
95 F 2.2440 -5.7180 3.5957
96 C 2.2147 -3.3613 2.8542
97 O 1.6740 -2.6889 1.8510
98 C 3.6636 -3.8246 2.4307
99 F 4.3606 -2.8080 1.8911
100 F 3.5948 -4.7785 1.4773
101 F 4.4265 -4.3126 3.4339
102 C 2.3884 -2.4942 4.1662
103 F 3.4522 -1.6630 4.0501
104 F 1.3154 -1.7514 4.3851
105 F 2.6291 -3.2173 5.2867

=====

(2)
The following is a DFT calculation (ωB97M-V/def2-TZVPD) of C42H57Ge2N2NiO2SSi as an isolated structure.

Energy above the lowest of the compared OMol25 structures with the same formula, charge and spin (eV): 0.206
HOMO energy (spin up / spin down) (eV): -6.91 / -8.12
Frontier orbital gap (spin up / spin down) (eV): 6.69 / 6.66
⟨S²⟩: 3.76
Multiplicity: 4

Cartesian coordinates (Å):
1 Ni -0.1504 -0.5076 -0.0390
2 O 1.7934 -1.2439 1.1158
3 S 0.9764 -1.9725 2.0943
4 O 1.1127 -3.3992 2.2091
5 N -0.4636 -1.4832 1.6539
6 C -1.6775 -2.0965 1.8883
7 C -1.9838 -3.0447 2.8306
8 C -3.3062 -3.5213 2.9618
9 C -4.3174 -3.0420 2.1810
10 C -4.0326 -2.0620 1.1980
11 C -5.0207 -1.5018 0.3577
12 C -4.6716 -0.5532 -0.5564
13 C -3.3182 -0.1804 -0.6652
14 N -2.3644 -0.6900 0.0790
15 C -2.7131 -1.6085 1.0347
16 C 1.3400 -1.2913 3.6758
17 C 1.0382 -2.0407 4.8075
18 C 1.2795 -1.4996 6.0595
19 C 1.8285 -0.2290 6.1716
20 C 2.1374 0.5026 5.0358
21 C 1.8941 -0.0254 3.7771
22 H -1.2053 -3.4461 3.4607
23 H -3.5152 -4.2757 3.7086
24 H -5.3324 -3.3960 2.2981
25 H -6.0484 -1.8283 0.4584
26 H -5.4007 -0.0916 -1.2058
27 H -3.0252 0.5677 -1.3861
28 H 0.6463 -3.0413 4.7060
29 H 1.0484 -2.0728 6.9466
30 H 2.0201 0.1888 7.1507
31 H 2.5622 1.4931 5.1264
32 H 2.1256 0.5345 2.8839
33 C 3.1338 3.2438 -1.4616
34 Ge 2.3678 3.0127 0.3333
35 C 2.2307 4.8830 0.9365
36 C 3.7702 2.1283 1.3863
37 Ge 0.2127 1.8569 0.5575
38 C -1.1020 2.9773 -0.4216
39 C -0.7512 3.7834 -1.5034
40 C -1.7013 4.5246 -2.1956
41 C -3.0334 4.4737 -1.8171
42 C -3.4043 3.6852 -0.7361
43 C -2.4489 2.9486 -0.0512
44 C -0.3628 2.0561 2.4439
45 C 0.2553 2.9308 3.3344
46 C -0.1806 3.0554 4.6480
47 C -1.2461 2.2972 5.1038
48 C -1.8784 1.4204 4.2342
49 C -1.4377 1.3038 2.9238
50 H 4.0824 3.7591 -1.2986
51 H 2.5205 3.8723 -2.1037
52 H 3.3410 2.3137 -1.9814
53 H 3.0248 5.4436 0.4417
54 H 2.3673 4.9901 2.0093
55 H 1.2738 5.3242 0.6620
56 H 4.7364 2.3432 0.9297
57 H 3.6450 1.0476 1.4151
58 H 3.7838 2.5057 2.4086
59 H 0.2789 3.8328 -1.8302
60 H -1.3981 5.1433 -3.0308
61 H -3.7757 5.0504 -2.3527
62 H -4.4399 3.6512 -0.4204
63 H -2.7614 2.3593 0.8024
64 H 1.0974 3.5219 3.0145
65 H 0.3220 3.7427 5.3173
66 H -1.5796 2.3851 6.1292
67 H -2.7100 0.8176 4.5772
68 H -1.9351 0.5992 2.2727
69 C 3.2606 -0.5361 -1.6283
70 C 2.5019 -1.7063 -2.2765
71 C 3.0431 -1.8466 -3.7110
72 C 2.9322 -2.9695 -1.5146
73 Si 0.5824 -1.4022 -2.2689
74 C 0.0803 -0.0604 -3.5842
75 C 1.0528 1.1217 -3.5845
76 C 0.0061 -0.6326 -5.0088
77 C -1.2805 0.5665 -3.2572
78 C -0.4203 -3.0619 -2.4769
79 C 0.1450 -3.9693 -3.5812
80 C -1.9001 -2.8386 -2.8154
81 C -0.4163 -3.8519 -1.1568
82 H 4.3349 -0.6895 -1.7769
83 H 3.0838 -0.4770 -0.5589
84 H 3.0101 0.4248 -2.0685
85 H 4.1087 -2.0878 -3.6488
86 H 2.9604 -0.9254 -4.2841
87 H 2.5635 -2.6427 -4.2788
88 H 4.0268 -2.9918 -1.4881
89 H 2.6114 -3.8869 -2.0016
90 H 2.5872 -2.9806 -0.4869
91 H 2.0359 0.8702 -3.9777
92 H 1.1817 1.5400 -2.5855
93 H 0.6444 1.9195 -4.2129
94 H 0.9234 -1.1247 -5.3242
95 H -0.1808 0.1900 -5.7071
96 H -0.8112 -1.3406 -5.1258
97 H -1.2488 1.0941 -2.3015
98 H -2.0903 -0.1554 -3.2406
99 H -1.5222 1.3167 -4.0173
100 H 0.1620 -3.4832 -4.5562
101 H -0.4973 -4.8518 -3.6709
102 H 1.1481 -4.3266 -3.3673
103 H -2.0515 -2.4026 -3.8008
104 H -2.4058 -2.2142 -2.0815
105 H -2.4065 -3.8092 -2.8139
106 H 0.5754 -4.1372 -0.8216
107 H -0.9977 -4.7711 -1.2877
108 H -0.8855 -3.2961 -0.3456